No. 1
ORCA calculation (wB97M-V/def2-TZVPD) on an isolated ion of composition C4H5N2 and charge +1 in a non-equilibrium geometry.

Relative energy (zero: lowest compared OMol25 entry of this formula, charge and spin) = 4.3546 eV
HOMO energy = -15.330 eV
DFT total energy = -264.4554 Ha
Total charge = +1
SMILES string = [H]/N=C/C1=C[N+]1=C

Each atom is followed by the atoms it is bonded to, with distances in Å.
Atoms and positions in Å:
1 C -0.03 0.98 0.09  C2 1.372, C4 1.334, N6 1.439
2 C -1.37 0.69 -0.06  C1 1.372, N5 1.240, H7 1.206
3 C 1.24 -1.24 0.06  N6 1.263, H8 1.109, H9 1.082
4 C 1.02 1.79 0.03  C1 1.334, N6 1.791, H10 1.075
5 N -1.60 -0.53 0.03  C2 1.240, H11 1.036
6 N 1.02 0.00 0.06  C1 1.439, C3 1.263, C4 1.791
7 H -2.02 1.60 -0.50  C2 1.206
8 H 2.26 -1.59 -0.19  C3 1.109
9 H 0.24 -1.67 0.13  C3 1.082
10 H 1.83 2.47 -0.17  C4 1.075
11 H -2.54 -0.88 -0.23  N5 1.036


No. 2
ORCA calculation (wB97M-V/def2-TZVPD) on a 2-piece molecular cluster, C3H7N2 overall in a non-equilibrium geometry.

Relative energy (zero: lowest compared OMol25 entry of this formula, charge and spin) = 4.3028 eV
HOMO energy (alpha / beta) = -13.674 / -13.670 eV
DFT total energy = -227.5962 Ha
Total charge = +1

Each atom is followed by the atoms it is bonded to, with distances in Å.
Atoms and positions in Å:
1 C 2.92 0.20 0.02  N5 1.232
2 C -1.10 -0.26 0.80  C3 1.483, N4 1.252, H6 1.088
3 C -2.52 0.12 0.60  C2 1.483, H7 1.091, H8 1.089, H9 1.088
4 N -0.11 0.12 0.13  C2 1.252, H10 1.015
5 N 3.37 -0.12 -1.08  C1 1.232, H11 1.032, H12 1.030
6 H -0.90 -0.94 1.62  C2 1.088
7 H -2.86 0.65 1.49  C3 1.091
8 H -3.12 -0.78 0.50  C3 1.089
9 H -2.65 0.76 -0.27  C3 1.088
10 H -0.23 0.78 -0.64  N4 1.015
11 H 4.38 -0.08 -1.29  N5 1.032
12 H 2.80 -0.44 -1.88  N5 1.030


No. 3
ORCA calculation (wB97M-V/def2-TZVPD) on one molecule with the formula C6H12O.

Relative energy (zero: lowest compared OMol25 entry of this formula, charge and spin) = 1.1049 eV
HOMO energy = -9.514 eV
DFT total energy = -311.0187 Ha
Total charge = 0
SMILES string = CC(C)[C@H]1C[C@H]1O

Each atom is followed by the atoms it is bonded to, with distances in Å.
Atoms and positions in Å:
1 C 1.53 1.11 0.26  C2 1.530, H8 1.096, H9 1.096, H10 1.098
2 C 0.71 -0.17 0.19  C1 1.530, C3 1.531, C4 1.516, H11 1.098
3 C 1.51 -1.30 -0.47  C2 1.531, H12 1.096, H13 1.098, H14 1.096
4 C -0.59 0.05 -0.55  C2 1.516, C5 1.511, C6 1.506, H15 1.092
5 C -1.77 -0.85 -0.27  C4 1.511, C6 1.491, H16 1.087, H17 1.088
6 C -1.82 0.58 0.14  C4 1.506, C5 1.491, O7 1.399, H18 1.092
7 O -1.82 0.83 1.52  C6 1.399, H19 0.965
8 H 0.99 1.90 0.79  C1 1.096
9 H 2.48 0.95 0.78  C1 1.096
10 H 1.77 1.48 -0.75  C1 1.098
11 H 0.47 -0.48 1.22  C2 1.098
12 H 2.45 -1.49 0.05  C3 1.096
13 H 1.76 -1.03 -1.51  C3 1.098
14 H 0.93 -2.23 -0.50  C3 1.096
15 H -0.46 0.38 -1.58  C4 1.092
16 H -2.41 -1.19 -1.09  C5 1.087
17 H -1.65 -1.56 0.54  C5 1.088
18 H -2.47 1.25 -0.44  C6 1.092
19 H -1.60 1.76 1.65  O7 0.965


No. 4
ORCA calculation (wB97M-V/def2-TZVPD) on one molecule with the formula C5H4Cl2 in a non-equilibrium geometry.

2S+1 = 3
Relative energy (zero: lowest compared OMol25 entry of this formula, charge and spin) = 0.0000 eV
HOMO energy (alpha / beta) = -7.944 / -10.335 eV
DFT total energy = -1113.1039 Ha
Total charge = 0

Each atom is followed by the atoms it is bonded to, with distances in Å.
Atoms and positions in Å:
1 C -2.16 1.40 0.90  C2 1.197, H8 1.076
2 C -1.33 0.58 0.64  C1 1.197, C4 1.372
3 C 0.42 -0.61 -0.84  C4 1.502, C5 1.703, H9 1.054, H10 1.093
4 C -0.57 -0.50 0.28  C2 1.372, C3 1.502, H11 1.177
5 C 2.03 -0.12 -0.58  C3 1.703, Cl6 1.705, Cl7 1.673
6 Cl 2.21 1.52 -0.16  C5 1.705
7 Cl 2.94 -1.22 0.31  C5 1.673
8 H -3.04 1.99 1.07  C1 1.076
9 H 0.40 -1.63 -1.09  C3 1.054
10 H -0.15 -0.01 -1.56  C3 1.093
11 H -0.75 -1.39 1.03  C4 1.177


> What is the relative energy (zero: lowest compared OMol25 entry of this formula, charge and spin) in the first record?

4.3546 eV